# C17H18ClN3O2S2

C17H18ClN3O2S2 in the gas phase at a distorted geometry (wB97M-V/def2-TZVPD, OMol25).

Geometry as XYZ:
```
43
Properties=species:S:1:pos:R:3:forces:R:3
Cl 4.623311 -0.354020 3.219956 0.0291 0.0218 0.0650
S -2.620175 1.617773 0.662945 0.0632 -0.4519 -0.2637
S 2.507655 -0.348159 -1.779085 0.1230 -0.1374 -0.5415
O -3.106199 1.263426 1.963440 -0.1238 -0.2132 0.0270
O -1.964386 2.890122 0.515349 -0.1698 0.0044 -0.2807
N 1.172201 0.759623 0.205220 0.2953 -0.1201 0.1197
N 2.944057 -0.560349 0.839151 -0.4897 0.5266 0.6302
N -1.639555 0.342286 0.150557 -0.9418 0.6306 0.3317
C -0.816688 -0.239082 1.187292 0.2114 0.0285 0.6370
C 4.835239 -1.516653 1.937035 -0.0469 0.0047 -0.1368
C -5.742555 0.233819 -1.454351 0.0678 -0.0336 0.1097
C -4.157028 2.515998 -1.437058 0.1172 0.1554 0.0451
C 5.172750 -3.386789 -0.048562 0.0251 0.0270 0.1000
C 0.361897 1.428939 -0.792630 -0.2193 0.2163 -0.4725
C -4.719652 0.353754 -0.528852 -0.1322 -0.1336 0.0174
C -5.181829 2.391889 -2.361849 -0.0298 -0.0229 0.0063
C 0.440229 0.606776 1.448881 -0.2506 -0.2453 0.3340
C 6.033075 -3.376986 1.035002 0.0486 0.0164 0.0602
C -5.969761 1.251886 -2.368596 0.0096 0.0667 -0.0407
C 5.857088 -2.438621 2.038200 0.0229 -0.0714 -0.0530
C 2.182089 -0.067983 -0.181634 0.1473 0.1690 -0.2323
C 4.147630 -2.465057 -0.146615 -0.0527 -0.0762 -0.0318
C -3.940128 1.494008 -0.534317 0.4512 0.1252 0.2804
C -0.909186 0.619692 -1.069503 0.3828 0.2881 -0.4250
C 3.965233 -1.497345 0.838626 0.3656 -0.3662 -0.0073
H 3.485266 -2.483592 -0.994820 0.0119 -0.0071 0.0411
H -1.572631 1.169597 -1.737460 0.1013 -0.0536 -0.1910
H 0.084297 2.410841 -0.401299 0.0982 -0.1127 -0.0355
H 6.835114 -4.094342 1.107881 0.0807 -0.0683 0.0123
H -0.528072 -1.247175 0.870302 -0.0470 0.0720 0.0108
H -4.517013 -0.412480 0.201690 -0.0426 -0.1773 0.0472
H -6.767858 1.156421 -3.089525 -0.0632 -0.0111 -0.0617
H -1.430851 -0.296588 2.086022 0.1762 -0.1770 0.0441
H 0.134831 1.600648 1.790421 0.1113 -0.0819 0.0815
H 5.295444 -4.121074 -0.829528 -0.0011 -0.0674 -0.0794
H 2.908341 -0.040887 1.711361 -0.1222 -0.0932 -0.2759
H 1.039879 0.131319 2.223955 -0.0447 0.0902 -0.0325
H -0.644329 -0.335545 -1.533861 -0.0513 0.0868 0.0032
H -3.526230 3.390236 -1.396057 0.0445 0.1204 -0.0547
H -5.364559 3.182254 -3.073706 -0.0059 0.0680 -0.0499
H -6.362520 -0.649584 -1.463343 -0.0410 -0.0759 0.0151
H 0.944880 1.541090 -1.707129 -0.1277 0.0384 0.1693
H 6.510702 -2.420089 2.896493 0.0190 0.0406 0.0780
```
Forces are in eV/Å.

Output
Highest occupied orbital energy = -8.21 eV
HOMO-LUMO gap = 8.699 eV
Energy = -2229.92680 hartree
Strongest force on any atom = 0.02297 Eh/bohr
Lowest unoccupied orbital energy = 0.49 eV